Here is a structure of composition C13H12N2OS4SeZr from the Open Molecules 2025 dataset. Energies are from ωB97M-V/def2-TZVPD.

Element x y z (Å)
Zr -0.320 -0.095 -0.166
C 2.607 1.432 0.127
N 2.122 0.034 0.136
C 2.938 -0.751 -0.814
C 2.272 -0.524 1.507
C 1.280 0.109 2.450
C 1.664 0.501 3.721
C 0.727 1.064 4.581
C -0.584 1.242 4.159
C -0.953 0.866 2.875
C -0.033 0.296 1.990
H 3.655 1.457 0.440
H 2.019 2.042 0.805
H 2.524 1.850 -0.871
H 3.996 -0.691 -0.550
H 2.812 -0.356 -1.819
H 2.623 -1.788 -0.804
H 3.298 -0.381 1.857
H 2.098 -1.599 1.440
H 2.691 0.365 4.048
H 1.023 1.369 5.578
H -1.316 1.682 4.826
H -1.977 1.023 2.567
O -3.932 4.565 1.705
C -3.375 3.697 1.093
S -1.883 3.945 0.177
C -1.726 2.300 -0.418
C -2.672 1.413 -0.026
S -2.769 -0.295 -0.403
S -3.955 2.026 1.006
S -0.364 1.994 -1.494
Se 0.294 -4.839 0.192
C 0.135 -3.211 -0.365
N 0.051 -2.088 -0.760

Properties
HOMO level	-8.409	eV
lowest unoccupied orbital energy	-0.6	eV
Kohn-Sham gap	7.77	eV
strongest force on any atom	0.0116	hartree/bohr
charge	0
molar mass	510.7	g/mol

Here is an isolated molecule of C28H35N3O6S at a distorted geometry from the Open Molecules 2025 dataset. Energies are from ωB97M-V/def2-TZVPD.

Element x y z (Å)
C -0.333 -0.343 4.525
H 0.354 -0.467 5.359
H -1.040 -1.169 4.529
H 0.227 -0.393 3.593
C -1.095 0.970 4.661
N -0.234 2.099 4.982
C 0.837 2.363 4.058
H 1.465 1.471 4.002
C 0.438 2.795 2.618
N 0.317 1.695 1.700
C -0.866 1.214 1.254
O -1.958 1.636 1.572
C -0.557 0.042 0.333
O -1.380 -0.623 -0.257
C 0.898 -0.054 0.292
C 1.627 -0.878 -0.497
O 2.955 -0.765 -0.664
H 3.301 0.031 -0.231
C 1.025 -1.978 -1.270
C 1.327 -2.104 -2.624
C 0.733 -3.106 -3.372
C -0.133 -3.986 -2.754
C -0.408 -3.899 -1.402
C 0.173 -2.893 -0.655
H -0.029 -2.813 0.401
H -1.066 -4.627 -0.955
S -1.028 -5.181 -3.746
O -1.412 -6.285 -2.921
O -0.298 -5.430 -4.954
N -2.421 -4.379 -4.176
C -2.275 -3.285 -5.107
H -1.587 -3.607 -5.888
C -3.659 -2.972 -5.685
H -3.620 -2.095 -6.332
O -4.575 -2.667 -4.661
C -4.702 -3.734 -3.750
H -5.414 -3.405 -2.992
C -3.353 -4.079 -3.112
H -3.433 -4.968 -2.487
H -3.006 -3.226 -2.509
H -5.093 -4.622 -4.268
H -4.012 -3.841 -6.259
H -1.879 -2.389 -4.604
H 0.939 -3.227 -4.424
H 2.007 -1.404 -3.085
C 1.486 1.057 1.135
C 2.303 2.031 0.311
C 3.640 2.272 0.598
C 4.373 3.158 -0.174
C 3.788 3.823 -1.242
C 2.445 3.580 -1.521
C 1.710 2.695 -0.758
H 0.669 2.516 -0.983
H 1.974 4.092 -2.347
C 4.567 4.789 -2.077
H 5.618 4.788 -1.800
H 4.175 5.798 -1.948
H 4.482 4.535 -3.132
H 5.412 3.335 0.064
H 4.112 1.774 1.434
H 2.117 0.650 1.942
H -0.531 3.297 2.642
H 1.191 3.488 2.228
H 1.445 3.162 4.491
C -1.006 3.277 5.352
H -0.381 4.161 5.197
H -1.904 3.385 4.724
C -1.415 3.229 6.822
H -2.110 2.417 7.012
H -0.536 3.083 7.444
H -1.895 4.163 7.102
H -1.690 1.154 3.754
H -1.794 0.870 5.493

Properties
ΔE to the lowest compared entry with this formula, charge and spin	0.00	kJ/mol
HOMO level	-8.321	eV
lowest unoccupied orbital energy	-0.6	eV
Kohn-Sham gap	7.70	eV
strongest force on any atom	0.0197	hartree/bohr
charge	0
molar mass	541.7	g/mol

Here is a cluster of 2 separate species, C6H14NS in total at a distorted geometry from the Open Molecules 2025 dataset. Energies are from ωB97M-V/def2-TZVPD.

Element x y z (Å)
C 0.986 -0.174 -1.391
C 1.979 -0.623 -0.299
S 2.024 -2.404 -0.188
N 0.671 1.286 -1.120
H 0.043 -0.729 -1.391
H 1.430 -0.305 -2.422
H 1.744 -0.093 0.676
H 3.010 -0.259 -0.646
H 0.875 -2.572 0.472
H -0.074 1.623 -1.767
H 1.544 1.860 -1.251
H 0.358 1.372 -0.128
C -0.643 1.609 1.846
C -1.446 0.815 1.028
C -1.365 -0.627 0.722
C -2.336 -1.358 0.152
H 0.268 1.153 2.258
H -0.847 2.647 2.060
H -2.338 1.253 0.541
H -0.475 -1.159 0.953
H -2.101 -2.415 -0.021
H -3.306 -0.901 -0.085

Properties
ΔE to the lowest compared entry with this formula, charge and spin	108.23	kJ/mol
HOMO level (alpha / beta)	-16.362 / -16.356	eV
lowest unoccupied orbital energy (alpha / beta)	-7.8 / -13.2	eV
2S+1	2
<S²>	0.753
Kohn-Sham gap (alpha / beta)	8.60 / 3.17	eV
strongest force on any atom	0.0633	hartree/bohr
charge	+2
molar mass	132.3	g/mol

Here is a cluster of 2 separate species, CH3N3O3 in total at a distorted geometry from the Open Molecules 2025 dataset. Energies are from ωB97M-V/def2-TZVPD.

Element x y z (Å)
C -1.262 0.300 -0.032
N -0.326 -0.452 -0.580
N 1.477 0.612 -0.829
N 2.413 0.171 0.001
O -1.218 1.325 0.562
O 2.553 -1.007 0.304
O 3.175 1.050 0.317
H -2.280 -0.323 0.002
H -0.637 -0.872 -1.471
H 1.280 1.581 -0.614

Properties
ΔE to the lowest compared entry with this formula, charge and spin	456.82	kJ/mol
HOMO level (alpha / beta)	-10.842 / -10.940	eV
lowest unoccupied orbital energy (alpha / beta)	-2.6 / -2.5	eV
Kohn-Sham gap (alpha / beta)	8.24 / 8.40	eV
strongest force on any atom	0.0919	hartree/bohr
charge	0
molar mass	105.1	g/mol